The following is a quantum chemistry calculation of 14 unconnected molecules or ions with the total composition C5H37NO15 in a non-equilibrium geometry, from OMol25.

XYZ file:
```
58
C5H37NO15 wB97M-V/def2-TZVPD
C 2.02952 0.65255 0.67463
C 1.01645 1.80303 0.90742
C 1.73159 3.25591 0.96956
C 1.39978 3.50999 2.45943
O 1.95102 2.83743 3.28315
N 0.26524 1.94245 -0.39064
C -0.89077 1.21284 -0.65808
O -0.93948 -0.22989 -0.23234
H 2.47353 0.33218 1.63141
H 1.49797 -0.03491 0.00637
H 2.81642 1.01025 -0.02839
H 0.13000 1.75281 1.60313
H 1.17706 3.98887 0.36718
H 2.72564 3.11307 0.49621
H 0.49364 4.15952 2.54045
H 0.89698 2.11036 -1.17796
H -1.72482 1.32372 0.05956
H -1.24752 1.25966 -1.67036
H -0.25379 -0.86768 -0.53690
H 0.27840 2.68947 -3.36087
H 1.79283 2.52937 -3.78927
O 1.18891 2.58315 -3.05946
H 2.86638 -0.17757 -2.78582
H 2.45099 -0.34387 -1.34245
O 3.20566 -0.15626 -1.88930
H -1.35577 -0.75545 1.19025
H -2.23139 -1.58932 2.22279
O -1.44219 -1.06273 2.13138
H -3.34975 -0.12833 0.23026
H -3.96056 1.07757 0.76202
O -4.12160 0.44414 0.04798
H 4.41997 -1.47248 0.90137
H 3.96903 -1.08751 -0.48576
O 4.26863 -1.86917 0.03644
H -2.44994 -2.62742 -0.16559
H -3.28953 -3.68713 0.69880
O -2.92613 -2.80774 0.66672
H 1.52722 -2.07241 -1.38169
H 0.36111 -1.65941 -2.40095
O 0.86489 -1.41403 -1.63371
H -2.48190 -2.22189 -1.82321
H -3.81524 -1.81860 -2.54255
O -2.97088 -2.28060 -2.64410
H 0.29330 -1.91849 2.64977
H -0.02352 -2.99058 1.67424
O 0.69197 -2.71087 2.25874
H 2.89324 -3.21899 -0.04211
H 1.65226 -4.09017 0.30318
O 2.03961 -3.53901 -0.38855
H -0.09212 -3.75569 -1.14863
H -1.50724 -4.29288 -0.63673
O -0.96048 -3.52660 -0.80487
H -2.71021 2.12333 2.48722
H -2.25449 0.59851 2.74491
O -2.96341 1.20987 2.50192
H -2.00259 3.46297 -1.42119
H -2.48690 3.98928 -2.76482
O -1.69505 3.73896 -2.28108
```

The value obtained for the HOMO energy is -0.323 Ha. The spin multiplicity is 1. As for the relative energy (zero: lowest compared OMol25 entry of this formula, charge and spin): 141.0 kcal per mole. The charge is 0. The calculation puts the HOMO-LUMO gap at 8.77 eV.